139
Properties=species:S:1:pos:R:3:forces:R:3:lowdin_charge:R:1 method="wB97M-V/def2-TZVPD" energy_ev=-70157.162 homo_lumo_gap_ev=8.90 spin_multiplicity=1 relative_energy_kcal_mol=72.0 homo_ha=-0.32562 smiles=COC[C@H](C)N.COC[C@H](C)N.COC[C@H](C)N.COC[C@H](C)N.COC[C@H](C)N.COCCNCCOC.OCCO.OCCO.OCCO fmax_ha_per_bohr=0.0734
C 4.9269 -9.5328 1.3444 -0.36 1.48 1.20 -0.09
O 4.2345 -8.9516 0.2496 0.23 -2.94 -0.55 -0.19
C 3.9863 -7.6094 0.2952 -0.42 1.71 -0.25 -0.25
C 5.1873 -6.7651 -0.2002 -0.35 1.94 0.16 -0.43
C 4.9216 -5.2314 -0.1948 -0.92 -1.15 0.78 -0.07
N 5.6004 -7.1195 -1.5590 0.92 -0.26 1.88 0.04
H 4.9791 -10.6189 1.4201 0.34 0.06 -1.38 0.09
H 4.4072 -9.3598 2.2868 -0.57 0.58 0.20 0.08
H 5.8578 -8.9838 1.4862 0.54 -0.66 -0.12 0.08
H 3.1699 -7.3808 -0.3900 -0.17 -0.32 -0.36 0.12
H 3.5472 -7.3685 1.2633 0.49 0.55 0.52 0.12
H 5.9716 -6.8931 0.5458 0.62 -0.41 -0.45 0.12
H 3.9610 -5.0702 -0.6840 0.02 0.33 -0.36 0.07
H 5.7159 -4.6395 -0.6497 -0.06 -0.28 -0.01 0.08
H 4.7591 -4.9262 0.8389 0.15 0.28 0.05 0.07
H 5.7621 -8.1107 -1.4517 -0.28 -0.31 -1.37 0.07
H 4.9514 -6.8020 -2.2648 -0.20 -0.58 0.07 0.07
C -4.6437 8.4457 -2.6197 -0.88 -0.55 0.18 -0.12
O -5.3773 8.2447 -1.4281 -1.45 -2.14 1.21 -0.21
C -5.7983 6.8460 -1.1730 2.59 -0.02 0.62 -0.13
C -4.5601 6.0574 -0.4743 -2.02 1.34 -2.25 -0.45
C -4.7699 4.5938 -0.8423 0.80 -0.37 0.26 -0.07
N -4.5446 6.3123 0.9268 -0.35 -0.32 1.39 0.02
H -4.4535 7.5053 -3.1369 0.28 -0.13 0.03 0.08
H -3.7052 8.9286 -2.3475 -0.11 0.27 -0.46 0.09
H -5.3429 8.9975 -3.2479 0.69 0.55 -0.41 0.09
H -6.6719 6.7139 -0.5347 0.08 0.97 0.39 0.12
H -6.0793 6.2595 -2.0478 0.30 0.57 -0.71 0.10
H -3.6702 6.5822 -0.8220 0.28 -0.74 -1.21 0.13
H -4.1740 3.9527 -0.1927 -0.21 -0.14 0.26 0.07
H -4.4704 4.2893 -1.8451 0.16 0.58 -0.23 0.07
H -5.8211 4.3112 -0.7861 -0.05 0.06 0.44 0.08
H -4.4619 7.3110 1.0526 -0.22 0.29 0.10 0.08
H -3.6623 5.9588 1.2685 0.11 -0.23 0.40 0.07
C 0.3229 -3.1334 8.3008 0.00 -0.65 -0.27 -0.12
O -1.0426 -3.5231 8.5072 1.09 -0.90 1.49 -0.20
C -1.3919 -3.4512 9.9358 -0.24 0.72 -1.63 -0.17
C -2.8408 -3.9453 10.1205 0.79 0.55 -2.01 -0.48
C -3.7892 -3.4130 9.0873 -0.20 0.28 -0.96 -0.07
N -3.4274 -3.6180 11.3806 1.30 -0.59 1.94 0.04
H 1.0913 -3.5582 8.9467 -0.52 -0.11 1.16 0.08
H 0.4328 -2.0494 8.3336 -0.01 0.07 -0.29 0.09
H 0.7036 -3.6051 7.3949 -0.66 0.62 -0.71 0.08
H -0.8043 -4.0751 10.6092 0.71 -0.08 -0.33 0.12
H -1.1720 -2.4000 10.1225 -0.56 0.27 0.88 0.12
H -2.6498 -5.0140 10.0223 -0.89 -0.32 0.03 0.14
H -3.5868 -3.7761 8.0797 -0.07 -0.05 0.05 0.07
H -3.7133 -2.3263 9.0479 0.13 0.18 0.02 0.08
H -4.8200 -3.6074 9.3834 0.09 -0.32 -0.10 0.08
H -2.9093 -4.2390 11.9856 -0.55 -0.78 0.94 0.07
H -2.9583 -2.7916 11.7226 -0.42 1.11 -0.22 0.07
C 11.5552 -0.6150 1.9561 1.09 0.34 2.06 -0.14
O 11.0458 0.3621 1.0991 -0.50 -1.16 -0.64 -0.15
C 9.6448 0.1757 0.9490 -0.18 0.40 -0.18 -0.24
C 9.1240 1.2465 0.0294 -1.17 0.55 1.96 -0.48
C 7.5991 1.3150 0.2742 0.49 -0.09 -1.23 -0.06
N 9.5582 1.0487 -1.3031 0.18 0.11 -1.24 0.05
H 11.0111 -0.4810 2.8910 -0.11 -0.57 0.34 0.09
H 12.5929 -0.4312 2.2343 0.14 0.80 -0.32 0.08
H 11.6486 -1.6773 1.7304 -1.05 -0.12 -1.04 0.09
H 9.3433 -0.7724 0.5036 0.56 -0.52 -0.30 0.13
H 9.0677 0.1677 1.8736 0.55 0.35 0.72 0.12
H 9.5409 2.2093 0.3249 0.10 0.07 0.30 0.14
H 7.1752 0.3573 -0.0278 -0.26 -0.13 0.07 0.07
H 7.1678 2.0727 -0.3800 -0.13 0.06 0.14 0.07
H 7.3376 1.5025 1.3156 0.17 0.10 -0.11 0.08
H 10.5623 0.9889 -1.2121 0.34 0.05 -0.47 0.07
H 9.2702 0.1505 -1.6641 -0.23 -0.23 -0.07 0.07
C -4.7490 -0.3083 -6.1479 -0.56 0.14 -0.04 -0.12
O -5.2907 0.8051 -6.8037 0.19 0.66 -1.24 -0.19
C -4.3087 1.3031 -7.7115 0.34 -0.33 -0.30 -0.24
C -4.7939 2.4919 -8.4654 -1.73 1.93 0.64 -0.41
C -5.1833 3.7374 -7.5534 0.22 -1.29 -1.07 -0.04
N -5.9737 2.0753 -9.2517 0.10 0.50 0.23 0.03
H -4.3638 -1.0532 -6.8442 0.38 0.05 -0.20 0.09
H -5.5871 -0.8049 -5.6589 0.32 0.21 0.64 0.09
H -3.9647 0.1282 -5.5294 0.15 -0.91 0.64 0.09
H -3.3484 1.4374 -7.2136 0.14 0.18 0.26 0.13
H -4.1648 0.5894 -8.5227 0.35 -0.74 0.18 0.12
H -4.0869 2.9552 -9.1537 0.43 -0.82 -0.07 0.13
H -6.0506 4.1919 -8.0324 0.15 0.27 0.11 0.07
H -4.3111 4.3880 -7.6186 -0.30 0.31 0.52 0.06
H -5.4460 3.4567 -6.5335 0.18 0.03 -0.04 0.07
H -5.7369 1.2361 -9.7614 0.07 -0.15 -0.30 0.06
H -6.6396 1.7590 -8.5612 -0.43 -0.05 0.04 0.06
C 0.3575 -1.0642 -1.5634 -1.72 -0.55 1.92 -0.06
O 0.0150 -1.9384 -0.4240 0.18 0.70 -0.60 -0.22
C -0.0586 -1.2875 0.8684 1.24 0.79 -2.05 -0.23
C -0.5797 -2.2163 1.8956 0.20 1.38 0.43 -0.22
N -2.0059 -2.3280 1.7147 -1.03 -1.45 -0.42 -0.04
C -2.4681 -3.7119 1.6655 -1.44 1.42 3.18 -0.24
C -2.1189 -4.4567 0.4799 1.23 -1.00 1.24 -0.31
O -2.3639 -3.6351 -0.6073 0.21 -2.67 -0.55 -0.15
C -2.0395 -4.3979 -1.7692 -0.72 1.65 -1.09 -0.10
H 0.2510 -1.7182 -2.4289 0.68 0.25 0.00 0.08
H 1.2627 -0.4738 -1.4218 0.54 -0.65 -0.15 0.08
H -0.4201 -0.3033 -1.6303 -0.32 0.09 -0.16 0.08
H 0.9599 -0.9228 1.0017 0.12 0.10 0.84 0.12
H -0.7123 -0.4157 0.8407 -0.18 0.27 -0.27 0.12
H 0.0757 -3.0870 1.8707 -0.57 -0.52 0.28 0.13
H -0.5695 -1.6753 2.8418 1.25 -0.29 0.37 0.12
H -2.2679 -1.9045 0.8360 0.00 -0.02 -0.15 0.10
H -2.2409 -4.1895 2.6186 1.20 -0.38 -0.08 0.12
H -3.5320 -3.7462 1.9003 -0.64 0.53 -1.00 0.12
H -1.0876 -4.7995 0.5636 0.82 0.58 -0.53 0.12
H -2.5767 -5.4358 0.6207 -1.14 -0.20 -1.13 0.13
H -2.5506 -5.3518 -1.8997 -0.67 0.12 0.40 0.09
H -0.9962 -4.6630 -1.9407 0.43 0.59 0.54 0.09
H -2.3864 -3.6473 -2.4794 0.31 -0.74 -1.02 0.09
O -4.6850 1.0762 4.7332 0.46 1.04 0.67 -0.07
C -6.0467 1.2579 4.3938 -0.92 -1.98 -0.02 -0.23
C -6.9822 0.5590 5.4473 -0.32 -0.48 -0.52 -0.20
O -7.3270 -0.8207 5.1253 0.36 0.79 0.08 -0.09
H -4.3513 0.2249 4.4407 -0.28 0.02 -0.17 0.08
H -6.3575 2.2823 4.1886 0.65 0.25 0.58 0.11
H -6.1413 0.7516 3.4332 -0.76 -0.08 -0.13 0.11
H -7.9804 0.9728 5.5908 0.10 0.55 -0.60 0.11
H -6.5519 0.6440 6.4452 0.53 -0.20 -0.03 0.11
H -6.5413 -1.3573 4.9974 0.22 0.09 0.12 0.07
O 1.2854 2.3184 -8.4925 -1.46 0.57 0.33 -0.07
C 2.1564 2.7339 -7.4551 0.61 -0.78 0.83 -0.25
C 1.6063 3.8563 -6.5357 -0.97 -1.43 -2.13 -0.24
O 1.8110 5.0408 -7.2401 0.65 1.60 0.37 -0.07
H 1.6771 1.7702 -9.1764 0.50 0.10 0.36 0.09
H 2.4125 1.9169 -6.7805 0.08 -0.50 -0.21 0.11
H 3.0597 3.0779 -7.9589 0.37 0.26 0.54 0.12
H 2.0136 3.7696 -5.5284 0.54 0.62 -0.27 0.12
H 0.5228 3.7789 -6.4460 -0.24 -0.69 0.31 0.11
H 1.6909 4.8039 -8.1627 -0.10 0.25 -0.13 0.08
O 3.9162 6.7009 0.0239 -0.32 0.28 2.61 -0.07
C 3.1960 6.7075 -1.1606 0.54 -1.65 -1.38 -0.26
C 1.7594 6.2024 -0.9402 -0.97 1.72 1.40 -0.18
O 1.1923 6.8826 0.2526 0.55 -1.16 -1.41 -0.09
H 4.8089 7.0541 0.0226 -0.25 0.11 -0.66 0.10
H 3.2839 7.6370 -1.7232 -0.35 0.14 0.16 0.12
H 3.7125 5.9038 -1.6853 -0.33 0.09 -1.30 0.11
H 1.6340 5.1218 -0.8722 0.60 -0.13 0.46 0.11
H 1.0572 6.4627 -1.7322 0.46 0.38 -0.29 0.11
H 1.7988 6.6106 0.9453 0.07 0.21 0.38 0.06